# 1
Computed, not measured: a molecular structure, C20H20N4O11PS2 at a distorted geometry, with the ωB97M-V functional and the def2-TZVPD basis.

As for the charge: -1. The value obtained for the HOMO energy is -0.20320 hartree. Its total energy is -2958.2405 Ha. Its spin multiplicity is 1.

Last column: natural (NBO) charge in e.
Geometry (Å):
H (-2.96616, -1.75250, -0.89863)  0.27
C (-0.54337, 1.00226, -8.50287)  -0.21
N (1.75898, -2.29247, -0.84198)  -1.21
C (-4.76776, -0.58947, -0.95064)  -0.21
C (2.75693, 1.30271, 8.96021)  -0.19
C (1.54930, -0.28631, 2.40071)  -0.36
H (3.15349, 1.83330, 9.81634)  0.21
H (1.32049, 2.82501, 8.48900)  0.22
H (-4.06990, 0.16125, 2.77066)  0.25
H (-2.12644, 3.81963, -7.50409)  0.21
O (2.08112, 0.25962, -1.21641)  -0.95
C (3.27902, 0.06532, 8.60932)  -0.21
O (1.29661, -0.99203, -8.37261)  -0.38
H (-0.58020, 0.24762, -9.27419)  0.25
H (-0.39993, 3.69821, -5.74112)  0.23
H (0.42785, 1.62306, 6.52731)  0.25
O (-1.51749, -2.12731, 0.96409)  -0.34
C (0.47724, 1.90476, -6.50818)  -0.20
O (0.12410, -0.84056, -2.07335)  -1.01
C (2.77839, -0.61349, 7.50951)  -0.21
H (-4.96269, -0.79967, -1.99317)  0.22
C (1.22546, 1.18919, 7.11169)  -0.21
C (-5.38538, 0.48927, 1.11063)  -0.22
P (2.42740, -1.48418, -3.61018)  1.25
N (-2.24139, -1.44235, 1.65046)  0.52
C (0.40847, 0.94651, -7.50202)  0.09
O (3.66794, -1.34727, 0.65229)  -0.96
H (1.22855, 1.84892, -5.73385)  0.26
H (4.07973, -0.37042, 9.19109)  0.22
H (-6.06156, 1.11950, 1.67231)  0.21
H (-6.51414, 0.63081, -0.70748)  0.21
H (3.18287, -1.57593, 7.23334)  0.25
C (-1.45728, 2.04269, -8.50099)  -0.22
O (2.61507, -3.43708, 1.14738)  -0.99
H (-2.21184, 2.09707, -9.27377)  0.22
C (-4.26833, -0.04752, 1.72990)  -0.22
C (1.76108, -0.03831, 6.77319)  0.10
H (0.24955, -1.79339, 1.68402)  0.24
S (2.44428, -2.10243, 0.61292)  2.29
N (1.36640, -0.16815, -7.48327)  0.52
C (-0.43917, 2.94364, -6.51415)  -0.21
O (2.16378, -0.19570, -6.57085)  -0.36
H (0.76987, 0.25866, 2.89246)  0.20
S (1.52846, -0.97451, -1.71045)  2.01
C (-3.41868, -0.85264, 0.99592)  0.10
C (1.72853, 1.86189, 8.21406)  -0.21
C (-5.63728, 0.21538, -0.22733)  -0.19
H (2.58058, 0.01230, 2.53520)  0.21
H (1.91363, -2.76965, -3.89973)  -0.08
H (1.86741, -0.60091, -4.53791)  -0.07
O (1.72321, -1.82864, 5.33469)  -0.35
C (-1.40713, 3.01094, -7.50642)  -0.18
O (-2.06967, -1.20645, 2.82917)  -0.38
O (3.90289, -1.46244, -3.61849)  -1.09
N (1.24343, -0.74795, 5.59031)  0.51
C (1.23736, -1.34085, 1.65839)  -0.49
O (0.37360, -0.20090, 4.94580)  -0.37
C (-3.64731, -1.12805, -0.33824)  -0.20

---

# 2
Computed, not measured: 2 unconnected molecules or ions with the total composition C2H2OS at a distorted geometry, with the ωB97M-V functional and the def2-TZVPD basis.

The value obtained for the HOMO energy (spin up / spin down) is -0.34856 / -0.34851 hartree. Its total energy is -550.5645 Ha. As for the energy above the lowest of the compared OMol25 structures with the same formula, charge and spin: 6.089 eV. Its spin multiplicity is 1.

Last column: natural (NBO) charge in e.
Geometry (Å):
C (0.29982, 0.43506, -0.12848)  0.27
C (-0.89458, 0.17976, -0.23472)  -0.41
S (-2.56584, -0.14310, -0.07195)  0.12
H (-2.21748, -1.24419, 0.55619)  0.15
H (2.98180, 0.03301, -0.25745)  0.47
O (2.39628, 0.73945, 0.13641)  -0.60

---

# 3
Computed, not measured: a molecular structure, C17H14BMoN3O4S6Sb, with the ωB97M-V functional and the def2-TZVPD basis.

As for the charge: -1. The value obtained for the HOMO energy is -0.13776 hartree. Its total energy is -3844.1429 Ha. As for the energy above the lowest of the compared OMol25 structures with the same formula, charge and spin: 1.172 eV. Its spin multiplicity is 1.

Last column: natural (NBO) charge in e.
Geometry (Å):
H (6.03854, -1.79731, -0.39894)  0.24
Mo (0.36349, 0.00371, 0.04679)  0.36
H (-2.94692, -0.49435, -2.75690)  0.24
H (2.49339, 6.36541, -1.02266)  0.23
O (-2.52763, 4.02257, -2.66744)  -0.70
C (-3.33981, 0.46718, -3.05898)  -0.13
O (3.28541, -2.11727, -0.59106)  -0.62
S (2.54071, 3.04114, 0.54632)  0.34
C (-4.48415, 0.56187, -3.82489)  -0.27
C (3.28166, 4.53727, -0.16065)  -0.54
C (3.36338, -0.08669, -1.58760)  0.29
C (1.09885, 3.14529, -0.44583)  -0.05
H (3.78502, 4.28715, -1.09532)  0.22
C (2.17153, 5.54105, -0.38644)  -0.54
Sb (1.46752, -3.48923, 2.51838)  0.86
H (-1.75952, 3.79024, -2.09522)  0.51
C (-4.94892, 1.82067, -4.19676)  -0.17
C (-4.27998, 2.96261, -3.80327)  -0.31
C (5.47159, -1.00593, -0.86866)  -0.23
C (3.94032, 1.05019, -2.09940)  -0.27
C (-3.12625, 2.87269, -3.02441)  0.43
N (-2.08374, -0.17512, 2.07260)  -0.63
H (-2.45779, -0.98736, 2.54761)  0.46
H (1.80836, 5.94043, 0.56003)  0.22
O (-1.03198, 0.24176, -1.55056)  -0.69
N (0.28332, 2.16848, -0.61042)  -0.36
H (5.82976, 2.02848, -2.36531)  0.21
C (6.07090, 0.14769, -1.37101)  -0.22
C (-1.43006, 1.42857, -1.82934)  0.61
C (-2.64504, 1.60686, -2.64983)  -0.24
S (-0.66350, -3.71201, 3.30464)  -0.96
B (1.99734, -1.72827, -0.91315)  0.81
N (-0.81203, 2.50166, -1.39875)  -0.49
C (-1.20414, -0.05926, 1.29676)  0.45
O (2.03006, -0.44434, -1.59048)  -0.67
H (4.01896, 4.90220, 0.55390)  0.24
S (0.81939, 4.68783, -1.24023)  0.31
C (5.32504, 1.15270, -1.97792)  -0.23
S (1.65345, 0.16302, 1.66964)  0.04
H (-5.84380, 1.91079, -4.80036)  0.21
H (3.33899, 1.81742, -2.57010)  0.23
H (7.14423, 0.26050, -1.29142)  0.21
S (0.39825, -2.32269, -0.43907)  -0.17
H (-5.01143, -0.33152, -4.13066)  0.21
S (2.42879, -5.45860, 1.93204)  -0.88
H (-4.62946, 3.94799, -4.08212)  0.22
C (4.10420, -1.09955, -0.99555)  0.23